{"formula": "C47H38KN4O5SSbSi", "method": "the ωB97M-V functional and the def2-TZVPD basis", "charge": -2, "lumo_energy_ha": 0.1430, "e_above_lowest_kcal_mol": 0.00, "species": ["K", "O", "C", "C", "O", "C", "C", "O", "C", "O", "O", "S", "Sb", "C", "C", "C", "C", "C", "C", "C", "C", "C", "C", "C", "C", "C", "C", "C", "C", "C", "C", "H", "H", "H", "H", "H", "H", "H", "H", "H", "H", "H", "H", "H", "H", "H", "N", "C", "C", "N", "C", "H", "H", "H", "H", "N", "C", "C", "N", "C", "H", "H", "H", "H", "C", "C", "C", "C", "C", "C", "Si", "C", "C", "C", "C", "C", "C", "C", "C", "C", "C", "C", "C", "H", "H", "H", "H", "H", "H", "H", "H", "H", "H", "H", "H", "H", "H", "H"], "positions_angstrom": [[-1.093, -1.288, -0.883], [2.630, -4.190, 2.917], [2.013, -3.658, 2.023], [1.945, -2.183, 1.709], [2.373, -1.289, 2.431], [1.327, -2.061, 0.406], [0.741, -3.298, 0.010], [-0.032, -3.537, -0.949], [1.164, -4.351, 0.976], [0.871, -5.528, 0.952], [1.245, -0.919, -0.250], [1.299, -1.809, -3.515], [2.536, -0.506, -2.125], [1.836, 1.427, -1.656], [1.905, 1.996, -0.392], [1.499, 3.311, -0.200], [1.017, 4.056, -1.265], [0.933, 3.485, -2.527], [1.346, 2.177, -2.722], [4.094, -1.302, -0.945], [4.916, -2.233, -1.577], [6.012, -2.760, -0.919], [6.307, -2.347, 0.376], [5.496, -1.420, 1.005], [4.388, -0.898, 0.345], [4.053, 0.249, -3.500], [5.001, 1.151, -3.020], [5.997, 1.652, -3.843], [6.060, 1.251, -5.173], [5.122, 0.358, -5.663], [4.122, -0.135, -4.831], [2.225, 1.400, 0.453], [1.538, 3.744, 0.793], [0.688, 5.077, -1.111], [0.529, 4.052, -3.357], [1.264, 1.726, -3.705], [4.692, -2.556, -2.589], [6.632, -3.501, -1.408], [7.160, -2.766, 0.897], [5.687, -1.118, 2.027], [3.725, -0.232, 0.878], [4.969, 1.467, -1.980], [6.723, 2.352, -3.447], [6.837, 1.637, -5.823], [5.160, 0.040, -6.699], [3.381, -0.830, -5.215], [-3.148, 2.453, -1.413], [-3.850, 1.931, -2.470], [-2.996, 1.062, -3.082], [-1.794, 1.034, -2.420], [-1.931, 1.870, -1.419], [-3.516, 3.017, -0.661], [-4.872, 2.207, -2.660], [-3.189, 0.441, -3.941], [-1.198, 2.071, -0.653], [-1.796, -3.535, -3.042], [-2.867, -4.366, -2.859], [-3.857, -3.878, -3.665], [-3.424, -2.759, -4.331], [-2.187, -2.587, -3.923], [-0.921, -3.555, -2.511], [-2.810, -5.195, -2.176], [-4.851, -4.277, -3.790], [-1.510, -1.797, -4.210], [-4.740, -2.368, 5.424], [-5.270, -1.159, 4.998], [-4.624, -0.416, 4.017], [-3.440, -0.849, 3.419], [-2.935, -2.077, 3.863], [-3.559, -2.823, 4.852], [-2.409, 0.072, 2.058], [-1.100, 0.879, 3.222], [-1.105, 0.845, 4.618], [-0.105, 1.452, 5.366], [0.933, 2.122, 4.736], [0.965, 2.168, 3.350], [-0.033, 1.545, 2.616], [-3.562, 1.610, 1.772], [-3.190, 2.944, 1.959], [-4.011, 4.000, 1.574], [-5.253, 3.755, 1.004], [-5.658, 2.435, 0.825], [-4.819, 1.395, 1.190], [-5.240, -2.947, 6.192], [-6.189, -0.782, 5.434], [-5.059, 0.534, 3.725], [-2.019, -2.461, 3.424], [-3.125, -3.764, 5.167], [-1.905, 0.329, 5.137], [-0.135, 1.391, 6.448], [1.722, 2.582, 5.321], [1.787, 2.659, 2.841], [0.036, 1.544, 1.532], [-2.231, 3.170, 2.412], [-3.675, 5.020, 1.729], [-5.895, 4.577, 0.709], [-6.623, 2.213, 0.381], [-5.146, 0.376, 1.002]]}